Below is C2H4N4O2 as an isolated structure in a non-equilibrium geometry, with properties calculated with wB97M-V/def2-TZVPD.

Computed properties:
* calculated total energy: -12185.101 eV
* maximum force: 0.121 Eh/bohr
* HOMO level: -9.084 eV
* LUMO level: -0.04 eV
* net charge: 0
* energy above the lowest of the compared OMol25 structures with the same formula, charge and spin: 193.4 kcal/mol

Each line ends with the natural charge from an NBO analysis.
Atoms and positions in Å:
C -0.1816 0.3818 -0.0523  0.19
C 0.3248 1.6471 0.3051  -0.02
H -1.1004 -1.8568 -0.8704  0.41
H -2.9776 -0.7927 -0.8546  0.42
H -0.3059 2.5278 -0.1733  0.26
H 2.4810 -1.6406 0.2011  0.49
N -1.9521 -0.9013 -0.9936  -0.68
N -1.3297 0.3293 -0.7161  -0.17
N 1.2952 1.5785 1.0287  -0.14
N 0.7302 -0.5327 0.6769  0.07
O 1.2126 0.1411 1.7161  -0.22
O 1.8033 -0.8814 -0.2677  -0.61



Below is C5H14N2S as an isolated structure in a non-equilibrium geometry, with properties calculated with wB97M-V/def2-TZVPD.

Computed properties:
* calculated total energy: -19220.057 eV
* maximum force: 0.080 Eh/bohr
* HOMO level: -8.890 eV
* LUMO level: -3.13 eV
* net charge: 0
* energy above the lowest of the compared OMol25 structures with the same formula, charge and spin: 167.0 kcal/mol

Each line ends with the natural charge from an NBO analysis.
Atoms and positions in Å:
C 0.3995 0.0148 0.7467  -0.25
N -0.9756 0.0375 0.2690  -0.64
C -1.7969 1.1619 0.6657  -0.23
C -3.1032 1.1294 -0.1290  -0.45
S -4.4008 -1.0192 1.5369  -0.17
C 1.3505 -0.8441 -0.0682  -0.33
N 2.8451 0.0992 -0.3320  -0.58
C 3.4767 -0.6951 -1.3739  -0.45
H 0.8868 0.9878 0.6774  0.23
H 0.3821 -0.3400 1.7844  0.17
H -1.4241 -0.8383 0.5023  0.37
H -1.3020 2.1087 0.4482  0.21
H -2.1074 1.0120 1.7079  0.18
H -2.8726 0.8007 -1.1401  0.24
H -3.7028 0.3076 0.3469  0.13
H -3.7126 2.0262 -0.0818  0.23
H 1.4440 -1.9035 0.1831  0.21
H 1.0393 -0.7738 -1.1087  0.23
H 2.5543 -0.5456 0.4314  0.35
H 3.0471 -0.4533 -2.3562  0.18
H 4.5487 -0.4868 -1.4392  0.20
H 3.4238 -1.7859 -1.2708  0.18



Below is one molecule with the formula C2H6N2O in a non-equilibrium geometry, with properties calculated with wB97M-V/def2-TZVPD.

Computed properties:
* calculated total energy: -7195.316 eV
* maximum force: 0.058 Eh/bohr
* HOMO level (spin up / spin down): -9.738 / -9.738 eV
* LUMO level (spin up / spin down): -0.95 / -1.07 eV
* net charge: 0
* energy above the lowest of the compared OMol25 structures with the same formula, charge and spin: 103.1 kcal/mol

Each line ends with the natural charge from an NBO analysis.
Atoms and positions in Å:
C -1.5508 -0.5815 0.1395  -0.49
N -0.3790 0.1214 0.5643  -0.08
C 0.7551 0.0301 -0.2944  0.33
N 1.7681 1.0126 -0.1192  -0.85
O 0.9829 -1.1718 0.2629  -0.43
H 0.3128 0.1379 -1.3338  0.10
H 1.4137 1.9611 -0.1175  0.37
H 2.3481 0.8369 0.6915  0.38
H -1.5425 -0.9126 -0.9043  0.19
H -2.4342 0.0373 0.3375  0.23
H -1.6742 -1.4713 0.7736  0.25



Below is C18H54CrO13S as an isolated structure in a non-equilibrium geometry, with properties calculated with wB97M-V/def2-TZVPD.

Computed properties:
* spin multiplicity: 5
* calculated total energy: -85414.302 eV
* maximum force: 0.104 Eh/bohr
* HOMO level (spin up / spin down): -6.830 / -8.854 eV
* LUMO level (spin up / spin down): -0.13 / -0.13 eV
* net charge: 0
* energy above the lowest of the compared OMol25 structures with the same formula, charge and spin: 42.1 kcal/mol

Each line ends with the Löwdin spin population.
Atoms and positions in Å:
Cr 0.0448 0.4623 -0.0766  3.71
S -0.8323 -1.6076 1.4112  0.01
O -0.1573 -1.9459 2.6614  0.01
O 0.1708 -1.5423 0.3771  0.04
O -1.9236 -2.5086 1.0952  0.01
O -1.2696 -0.2339 1.2727  0.05
C -5.4297 -0.0526 -0.3571  0.00
C -4.2569 -0.7047 0.3069  0.00
O -3.5126 -1.5278 -0.6179  0.00
H -5.1860 0.8086 -0.9793  0.00
H -6.1924 0.2033 0.3784  0.00
H -5.9541 -0.7437 -1.0169  0.00
H -4.5011 -1.4864 1.0262  0.00
H -3.5977 0.1223 0.5709  0.00
H -2.8493 -1.9639 -0.0780  0.00
C 2.3448 -3.8759 2.0247  0.00
C 2.9598 -2.5107 1.9771  0.00
O 2.3917 -1.7019 2.9613  0.00
H 2.8127 -4.6241 1.3850  0.00
H 1.3260 -3.8002 1.6446  0.00
H 2.5461 -4.2286 3.0362  0.00
H 2.6995 -2.2126 0.9615  0.00
H 4.0290 -2.5715 2.1799  0.00
H 1.4792 -1.9932 3.0251  0.00
C -1.8462 3.1193 0.8454  0.01
C -0.8452 3.5326 -0.2756  0.01
O 0.1130 2.5138 -0.5429  0.05
H -1.4668 3.2181 1.8625  0.00
H -2.3510 2.1709 0.6617  0.00
H -2.6068 3.8881 0.7091  0.00
H -0.1924 4.3693 -0.0267  0.00
H -1.4390 3.9456 -1.0911  0.00
H 0.8133 2.9403 -1.0422  0.00
C 1.6076 3.4360 -5.5260  0.00
C 2.0747 3.9113 -4.1843  0.00
O 1.0882 3.7091 -3.2133  0.00
H 2.1857 3.6599 -6.4225  0.00
H 0.6015 3.8304 -5.6681  0.00
H 1.5062 2.3589 -5.3928  0.00
H 2.2106 4.9872 -4.0744  0.00
H 3.0063 3.4748 -3.8243  0.00
H 0.4577 4.4017 -3.4237  0.00
C 0.7432 -4.4936 -3.0986  0.00
C 0.8883 -4.0250 -1.7208  0.00
O 1.3262 -2.6894 -1.6565  0.00
H 0.5671 -5.5615 -3.2274  0.00
H 1.7041 -4.5025 -3.6132  0.00
H -0.0592 -3.9044 -3.5425  0.00
H 1.7087 -4.5656 -1.2489  0.00
H -0.0551 -4.1882 -1.1999  0.00
H 1.0291 -2.3937 -0.7928  0.00
C 1.6410 1.6435 3.7752  0.00
C 0.9897 1.9334 2.5292  0.00
O 1.2051 0.9979 1.6104  0.01
H 1.5442 0.6311 4.1673  0.00
H 1.1187 2.2324 4.5292  0.00
H 2.7232 1.7620 3.8300  0.00
H 1.4030 2.8861 2.1981  0.00
H -0.0773 1.9508 2.7515  0.00
H 1.4339 0.2232 2.1291  0.00
C 3.9428 0.7672 -0.7559  0.00
C 2.9122 0.5767 -1.9275  0.01
O 1.6728 0.0965 -1.4712  0.05
H 4.8393 1.2614 -1.1301  0.00
H 4.2203 -0.2413 -0.4492  0.00
H 3.7294 1.3137 0.1628  0.00
H 3.3692 -0.1742 -2.5720  0.00
H 2.6674 1.4927 -2.4652  0.00
H 1.7727 -0.8540 -1.5610  0.00
C -2.1585 0.2803 6.1599  0.00
C -1.7714 -0.2152 4.8146  0.00
O -0.6659 -1.0888 4.9953  0.00
H -3.2000 0.6014 6.1793  0.00
H -1.5412 1.1014 6.5245  0.00
H -2.1215 -0.3249 7.0657  0.00
H -1.4725 0.6459 4.2168  0.00
H -2.5635 -0.7822 4.3256  0.00
H -0.6425 -1.5625 4.1606  0.00
C -2.1695 -0.3820 -3.8311  0.00
C -0.9815 -0.4768 -2.8948  0.00
O -1.3522 -0.1450 -1.5161  0.02
H -2.5452 0.6299 -3.9827  0.00
H -3.0307 -0.9663 -3.5073  0.00
H -1.8470 -0.7016 -4.8221  0.00
H -0.1291 0.0894 -3.2702  0.00
H -0.6384 -1.5049 -3.0099  0.00
H -2.1885 -0.6016 -1.3990  0.00



Below is C25H33CsF6I2N3O5PS3 as an isolated structure, with properties calculated with wB97M-V/def2-TZVPD.

Computed properties:
* calculated total energy: -116019.943 eV
* maximum force: 0.012 Eh/bohr
* HOMO level: -1.473 eV
* LUMO level: 3.73 eV
* net charge: -2
* energy above the lowest of the compared OMol25 structures with the same formula, charge and spin: 9.6 kcal/mol

Each line ends with the Löwdin charge.
Atoms and positions in Å:
Cs -0.9391 2.3029 0.6418  0.89
C -2.5656 -2.9190 3.1010  -0.13
C -2.2354 -1.4404 2.9186  -0.56
C -3.3502 -0.7530 2.1295  -0.15
P -0.6178 -1.0051 2.0874  1.04
C 0.6574 -1.1986 3.4458  -0.56
C 0.4912 -2.2379 4.5533  -0.13
C 2.0375 -1.3019 2.7979  -0.13
C -0.3182 -2.3414 0.8953  -0.31
C 0.0089 -3.6415 1.2729  -0.10
C 0.3583 -4.6461 0.3814  -0.32
C 0.6935 -6.0397 0.8427  -0.09
C 0.3815 -4.2905 -0.9732  -0.08
C 0.0573 -3.0279 -1.4043  -0.03
C -0.3354 -1.9821 -0.4998  -0.34
N -0.6822 -0.7670 -0.8939  0.03
C -0.6132 -0.4320 -2.2373  -0.27
C -1.7290 -0.5564 -3.0828  -0.21
C -2.9780 -1.1916 -2.5438  -0.05
C -1.6461 -0.1141 -4.3973  -0.03
C -0.4717 0.4185 -4.9222  -0.32
C -0.4181 0.9489 -6.3302  -0.08
C 0.6378 0.4870 -4.0916  -0.07
C 0.5817 0.0930 -2.7622  -0.22
C 1.7866 0.1953 -1.8690  -0.04
H -3.5352 -3.0287 3.5995  0.07
H -1.8199 -3.4505 3.6922  0.05
H -2.6278 -3.4125 2.1292  0.07
H -2.1674 -0.9634 3.9062  0.10
H -3.3423 -1.0775 1.0852  0.07
H -3.2452 0.3326 2.1217  0.04
H -4.3345 -0.9899 2.5459  0.07
H 0.6060 -0.2138 3.9257  0.09
H 0.6249 -3.2569 4.1865  0.06
H -0.4861 -2.1730 5.0344  0.06
H 1.2501 -2.0710 5.3256  0.07
H 2.1698 -2.2787 2.3276  0.07
H 2.8224 -1.1593 3.5458  0.07
H 2.1673 -0.5389 2.0284  0.06
H -0.0005 -3.8882 2.3292  0.08
H 0.7660 -6.0769 1.9321  0.06
H 1.6514 -6.3850 0.4400  0.06
H -0.0628 -6.7743 0.5428  0.06
H 0.6688 -5.0351 -1.7135  0.10
H 0.0951 -2.8017 -2.4645  0.10
H -3.3315 -0.6597 -1.6595  0.05
H -2.7836 -2.2218 -2.2328  0.08
H -3.7714 -1.1911 -3.2936  0.07
H -2.5251 -0.1905 -5.0326  0.11
H -1.0595 0.3684 -6.9970  0.07
H 0.5991 0.9165 -6.7269  0.07
H -0.7575 1.9899 -6.3783  0.06
H 1.5790 0.8686 -4.4831  0.10
H 2.6255 0.6580 -2.3927  0.06
H 2.0920 -0.7908 -1.5097  0.08
H 1.5666 0.7863 -0.9776  0.05
I 2.4918 4.0637 -3.3229  0.67
C 0.6334 3.9380 -4.3669  -1.18
I -1.0673 3.7120 -3.0977  0.85
H 0.7077 3.0618 -4.9995  -0.09
H 0.5499 4.8422 -4.9578  -0.06
F 4.4916 3.5497 0.7194  0.13
C 4.3207 2.8065 1.8134  -0.68
F 4.7085 1.5573 1.5373  0.13
F 5.1164 3.2846 2.7748  0.13
S 2.5552 2.7750 2.3376  0.57
O 1.8584 2.2576 1.1865  -0.46
O 2.5336 1.9905 3.5371  -0.27
N 2.4085 4.3225 2.5827  -0.29
S 1.0572 5.0929 2.7460  0.56
O -0.1215 4.2734 2.6058  -0.44
O 1.1162 6.0434 3.8147  -0.28
C 1.0360 6.1275 1.2211  -0.67
F 2.1475 6.8626 1.1101  0.13
F -0.0096 6.9606 1.2579  0.13
F 0.9265 5.3598 0.1385  0.10
O -4.6912 1.7143 -0.0820  -0.63
S -3.9634 2.2105 -1.2734  0.49
N -3.0313 3.3432 -1.1791  -0.76